Computed, not measured: one molecule with the formula C2H3NO2, with ωB97M-V with the def2-TZVPD basis set.

HOMO energy in eV: -10.3
SMILES string: O=CNC=O
Energy above the lowest of the compared OMol25 structures with the same formula, charge and spin in kJ/mol: 69.20
E_tot in Eh: -283.2317

Atoms and positions in Å:
C  -0.258  0.070  -1.296
C  0.094  -0.086  1.026
H  -0.254  -0.588  -2.181
H  -0.205  -1.598  -0.432
H  -0.351  0.900  0.797
N  0.080  -0.654  -0.248
O  -0.315  1.290  -1.376
O  0.470  -0.545  2.023

---

Computed, not measured: C12H17Cl2F5O2Re as an isolated structure, with ωB97M-V with the def2-TZVPD basis set.

Total charge: -2
HOMO energy (spin up / spin down) in eV: 0.8 / 0.1
Spin multiplicity: 4
Energy above the lowest of the compared OMol25 structures with the same formula, charge and spin in kJ/mol: 144.14
E_tot in Eh: -2115.8600

Atoms and positions in Å:
C  -0.205  0.985  -2.004
C  -1.184  0.017  -1.505
C  -0.404  -1.189  -1.227
C  -2.635  0.057  -1.904
C  0.824  -1.108  -1.951
C  0.946  0.186  -2.562
C  1.904  0.688  -3.400
C  -0.634  2.252  -2.651
C  -0.944  -2.432  -0.615
C  1.862  -2.154  -1.975
Re  0.017  0.702  0.035
Cl  -2.795  -0.224  1.004
Cl  -1.251  2.414  0.906
O  1.763  -0.059  0.175
H  -3.113  0.981  -1.572
H  -3.156  -0.783  -1.443
H  -2.716  -0.012  -2.998
H  -1.723  -2.158  0.109
H  -0.153  -2.948  -0.065
H  -1.378  -3.112  -1.362
H  1.686  -2.919  -1.220
H  2.835  -1.701  -1.784
H  1.924  -2.651  -2.947
H  2.730  0.029  -3.663
H  1.708  2.459  -1.019
H  1.773  1.684  -3.824
H  -1.433  2.753  -2.094
H  -0.976  2.057  -3.679
H  0.193  2.963  -2.724
H  2.528  0.417  0.582
O  1.324  2.403  -0.097
H  0.845  3.261  0.074
F  1.098  0.791  2.657
C  0.138  -0.154  2.255
F  0.733  -1.392  2.130
C  -0.906  -0.304  3.436
F  -0.206  -0.447  4.613
F  -1.689  0.774  3.597
F  -1.657  -1.413  3.311

---

Computed, not measured: C23H28N4O4PSiTeTi as an isolated structure, with ωB97M-V with the def2-TZVPD basis set.

HOMO energy (spin up / spin down) in eV: -7.6 / -7.6
Spin multiplicity: 2
Energy above the lowest of the compared OMol25 structures with the same formula, charge and spin in kJ/mol: 0.00
E_tot in Eh: -3161.6737

Atoms and positions in Å:
Ti  0.918  -0.255  -0.353
C  2.720  -0.902  -1.628
Si  1.787  0.105  -3.065
C  2.690  1.557  -3.793
C  1.278  -1.220  -4.239
N  0.540  0.678  -1.975
C  -0.670  1.253  -2.363
C  -1.048  1.685  -3.639
C  -2.392  1.948  -3.907
C  -3.334  1.805  -2.919
C  -2.965  1.466  -1.603
C  -1.641  1.196  -1.333
O  -1.093  0.780  -0.099
C  -1.461  1.575  0.976
C  -2.271  1.014  1.974
C  -2.695  1.832  3.038
C  -2.238  3.134  3.143
C  -1.494  3.715  2.088
C  -1.138  2.937  0.976
H  3.549  -1.146  -2.313
H  2.332  -1.922  -1.324
H  3.242  -0.366  -0.809
H  3.777  1.492  -3.702
H  2.399  2.477  -3.254
H  2.499  1.706  -4.869
H  2.122  -1.878  -4.448
H  0.843  -0.855  -5.178
H  0.537  -1.851  -3.728
H  -0.291  1.832  -4.413
H  -2.687  2.207  -4.910
H  -4.384  1.976  -3.131
H  -3.733  1.406  -0.815
H  -2.560  -0.028  1.978
H  -3.322  1.408  3.841
H  -2.433  3.699  4.067
H  -1.181  4.733  2.147
H  -0.594  3.373  0.136
N  -0.145  -1.840  -0.634
C  -1.169  -2.453  -0.670
C  -2.204  -3.283  -0.845
C  -2.183  -4.473  -1.591
N  -2.241  -5.459  -2.212
C  -3.389  -2.779  -0.293
N  -4.360  -2.269  0.164
C  0.793  1.556  4.945
C  0.621  0.130  4.537
O  1.789  -0.105  3.547
P  2.301  -0.209  2.091
O  1.470  0.800  1.182
Te  4.749  -0.122  1.662
O  1.749  -1.583  1.443
C  1.988  -2.891  2.183
C  1.888  -4.018  1.169
H  0.077  1.875  5.717
H  0.627  2.145  4.026
H  1.832  1.724  5.272
H  -0.294  -0.090  4.012
H  0.827  -0.616  5.300
H  1.189  -2.939  2.909
H  2.933  -2.781  2.709
H  0.871  -3.975  0.729
H  2.028  -4.976  1.697
H  2.646  -3.934  0.396

---

Computed, not measured: C45H103HfO19 as an isolated structure, with ωB97M-V with the def2-TZVPD basis set.

Total charge: +3
HOMO energy in eV: -14.6
E_tot in Eh: -3252.0615

Atoms and positions in Å:
Hf  -1.973  3.208  2.388
C  0.716  0.649  -0.710
C  -0.730  0.965  -0.367
C  -1.508  -0.368  -0.352
O  -0.951  1.806  0.760
H  1.329  0.311  0.126
H  1.260  1.538  -1.028
H  0.820  -0.050  -1.539
H  -1.062  1.444  -1.288
H  -1.447  -0.916  -1.292
H  -2.572  -0.136  -0.309
H  -1.277  -1.074  0.446
C  -2.549  0.443  4.642
O  -1.632  1.008  3.528
C  -0.424  0.216  3.462
C  0.733  1.204  3.693
O  0.593  2.489  3.147
C  1.725  3.339  3.400
H  -2.071  0.078  5.551
H  -3.273  -0.306  4.320
H  -3.158  1.289  4.960
H  -0.302  -0.293  2.506
H  -0.229  -0.491  4.268
H  1.588  0.727  3.214
H  0.891  1.357  4.760
H  2.151  3.296  4.402
H  1.749  4.413  3.218
H  2.540  3.065  2.731
C  -0.622  -3.659  4.101
O  -1.406  -2.655  3.447
C  -2.088  -3.039  2.331
C  -2.761  -4.458  2.401
O  -3.825  -4.418  3.347
C  -4.354  -5.690  3.734
H  -0.007  -3.085  4.794
H  0.026  -4.223  3.430
H  -1.293  -4.366  4.588
H  -1.444  -3.004  1.452
H  -2.863  -2.313  2.085
H  -2.088  -5.295  2.591
H  -3.282  -4.795  1.505
H  -3.573  -6.330  4.144
H  -4.833  -6.230  2.916
H  -5.043  -5.607  4.575
C  -9.288  3.905  -2.731
O  -7.918  3.739  -2.332
C  -7.724  2.518  -1.598
C  -6.291  2.513  -1.060
O  -5.307  2.819  -2.029
C  -4.090  2.035  -2.062
H  -9.687  4.844  -3.114
H  -10.039  3.566  -2.017
H  -9.265  3.272  -3.619
H  -7.963  1.683  -2.256
H  -8.479  2.497  -0.812
H  -5.975  1.575  -0.603
H  -6.298  3.256  -0.262
H  -3.503  2.342  -1.197
H  -3.457  2.195  -2.935
H  -4.270  0.963  -1.980
C  3.602  7.779  1.017
O  3.703  6.761  2.027
C  4.938  6.038  2.146
C  5.104  5.083  0.985
O  4.078  4.036  1.053
C  4.237  3.254  -0.137
H  4.031  7.490  0.058
H  4.306  8.579  1.249
H  2.598  8.201  0.981
H  4.927  5.494  3.091
H  5.714  6.793  2.271
H  6.090  4.619  0.995
H  5.116  5.590  0.021
H  3.468  2.508  0.066
H  5.170  2.691  -0.167
H  4.093  3.766  -1.088
C  -6.787  -0.681  4.403
O  -7.967  -1.137  3.646
C  -7.994  -0.951  2.295
C  -6.783  -1.663  1.612
O  -6.551  -1.253  0.219
C  -5.242  -1.500  -0.259
H  -6.179  0.024  3.837
H  -6.198  -1.543  4.716
H  -7.131  -0.106  5.262
H  -8.188  0.036  1.876
H  -8.895  -1.476  1.975
H  -6.969  -2.734  1.685
H  -5.846  -1.588  2.163
H  -4.568  -0.704  0.058
H  -5.134  -1.529  -1.343
H  -4.852  -2.471  0.049
C  -0.043  4.113  -2.245
O  0.281  5.447  -2.447
C  1.733  5.625  -2.342
C  2.183  7.081  -2.529
O  1.593  7.702  -3.643
C  2.101  8.981  -3.818
H  0.061  3.705  -1.240
H  0.591  3.549  -2.930
H  -1.077  3.932  -2.539
H  2.367  5.039  -3.008
H  2.002  5.298  -1.338
H  3.273  7.066  -2.547
H  1.885  7.617  -1.628
H  1.479  9.602  -4.464
H  3.128  8.992  -4.183
H  2.135  9.586  -2.913
C  1.858  -3.042  1.666
O  3.079  -3.102  2.464
C  3.438  -1.974  3.233
C  4.005  -0.728  2.518
O  3.995  0.370  3.367
C  5.014  1.295  3.221
H  1.552  -3.972  1.187
H  1.999  -2.258  0.922
H  0.949  -2.738  2.185
H  4.162  -2.412  3.920
H  2.665  -1.860  3.994
H  3.361  -0.400  1.703
H  4.947  -1.015  2.050
H  5.949  0.874  3.589
H  4.644  2.243  3.612
H  5.126  1.516  2.159
C  -0.622  -3.544  -1.937
O  -0.839  -4.521  -0.925
C  -1.635  -5.539  -1.459
C  -1.537  -6.843  -0.648
O  -1.944  -7.893  -1.481
C  -0.898  -8.516  -2.250
H  -0.009  -2.735  -1.541
H  -1.511  -3.234  -2.487
H  0.068  -3.867  -2.717
H  -1.306  -5.692  -2.487
H  -2.676  -5.220  -1.511
H  -2.263  -6.662  0.145
H  -0.620  -6.972  -0.073
H  -1.202  -9.423  -2.773
H  -0.138  -8.805  -1.525
H  -0.485  -7.850  -3.008
C  6.118  -5.599  -5.743
O  5.323  -4.776  -4.835
C  4.542  -3.798  -5.535
C  3.776  -2.975  -4.420
O  2.476  -2.539  -4.932
C  1.791  -1.516  -4.143
H  6.783  -4.901  -6.252
H  5.576  -6.123  -6.530
H  6.675  -6.334  -5.161
H  3.835  -4.309  -6.188
H  5.142  -3.179  -6.202
H  4.282  -2.054  -4.131
H  3.703  -3.567  -3.508
H  2.391  -0.609  -4.074
H  1.857  -1.980  -3.159
H  0.782  -1.211  -4.421
C  5.826  0.442  -2.393
C  4.412  0.239  -2.179
C  3.977  -0.679  -1.241
C  4.950  -1.532  -0.601
C  6.295  -1.440  -0.914
C  6.722  -0.406  -1.810
H  6.152  1.119  -3.168
H  3.703  0.885  -2.675
H  2.917  -0.773  -1.057
H  4.609  -2.160  0.209
H  7.024  -1.923  -0.281
H  7.727  -0.291  -2.187

---

Computed, not measured: C5H12N2O as an isolated structure, with ωB97M-V with the def2-TZVPD basis set.

HOMO energy in eV: -8.7
Energy above the lowest of the compared OMol25 structures with the same formula, charge and spin in kJ/mol: 398.44
E_tot in Eh: -382.3508

Atoms and positions in Å:
C  -0.800  1.197  -0.846
C  -0.683  0.136  0.253
C  -1.356  -1.239  0.526
C  -2.592  -0.406  0.549
O  -3.403  -0.349  -0.341
N  0.755  -0.494  -0.135
C  1.900  0.373  0.084
N  3.091  -0.447  0.012
H  -1.417  2.050  -0.572
H  -1.270  0.779  -1.741
H  0.181  1.477  -1.174
H  -0.355  0.599  1.185
H  -1.006  -1.519  1.511
H  -1.450  -2.015  -0.214
H  -2.832  0.206  1.433
H  0.546  -0.702  -1.102
H  1.770  0.704  1.124
H  1.976  1.202  -0.634
H  2.946  -1.400  -0.246
H  3.997  -0.150  0.327

---

Computed, not measured: a 2-piece molecular cluster, C4H11NO3 overall, with ωB97M-V with the def2-TZVPD basis set.

HOMO energy in eV: -9.6
SMILES string: C[C@H](CO)NC=O.O
Energy above the lowest of the compared OMol25 structures with the same formula, charge and spin in kJ/mol: 117.61
E_tot in Eh: -439.4811

Atoms and positions in Å:
C  -2.534  0.416  -0.236
N  -1.801  -0.510  -0.892
C  -0.508  -1.843  0.743
C  -0.452  -0.926  -0.523
C  0.497  0.241  -0.221
O  1.797  -0.347  -0.272
O  -2.139  1.073  0.704
H  -3.562  0.485  -0.624
H  -2.145  -0.866  -1.769
H  -0.263  -1.323  1.667
H  -1.492  -2.304  0.847
H  0.201  -2.653  0.618
H  -0.033  -1.542  -1.303
H  0.296  0.664  0.757
H  0.424  1.006  -0.994
H  2.440  0.380  -0.182
H  4.110  1.645  1.469
H  4.399  0.977  0.167
O  3.879  1.705  0.535

---

Computed, not measured: an isolated ion of composition C21H25F3N3S and charge +1, with ωB97M-V with the def2-TZVPD basis set.

Total charge: +1
HOMO energy in eV: -9.9
SMILES string: C[NH+]1CCN(CCCN2c3ccccc3Sc3ccc(C(F)(F)F)cc32)CC1
E_tot in Eh: -1676.4657

Atoms and positions in Å:
C  -5.844  -1.666  0.486
N  -4.548  -0.813  0.381
H  -4.857  0.250  0.515
C  -3.691  -1.152  1.456
C  -2.925  -2.568  1.042
N  -2.285  -2.283  0.008
C  -3.261  -2.199  -0.969
C  -4.029  -0.792  -1.057
H  -4.802  -0.689  -1.823
H  -3.304  0.000  -0.980
H  -2.679  -1.757  -2.052
H  -3.919  -2.867  -1.334
C  -1.113  -3.303  -0.426
H  -0.892  -3.607  0.626
C  0.105  -2.361  -0.863
H  0.731  -3.057  -1.111
H  -0.122  -1.738  -1.404
C  0.751  -1.758  0.574
N  1.861  -0.562  0.143
C  1.290  0.689  0.228
C  -0.076  0.929  -0.191
C  -0.605  2.347  0.013
C  0.376  3.435  0.046
C  1.660  3.096  0.352
C  2.185  1.912  0.010
S  3.976  1.574  0.611
C  4.159  -0.313  0.121
C  5.501  -0.343  -0.128
C  5.696  -1.847  -0.314
C  4.785  -2.769  -0.470
C  3.446  -2.236  -0.393
C  3.065  -1.062  -0.129
H  2.705  -3.058  -0.435
H  4.944  -3.884  -0.815
H  6.768  -2.167  -0.579
H  6.280  0.441  0.052
H  2.458  3.857  0.125
H  0.023  4.356  0.217
C  -1.958  2.527  -0.347
F  -2.491  2.143  -1.466
F  -2.253  3.667  -0.121
F  -2.865  1.862  0.769
H  -0.846  0.099  -0.198
H  1.242  -2.622  1.104
H  -0.090  -1.206  1.058
H  -1.259  -3.899  -1.108
H  -2.157  -2.641  2.052
H  -3.481  -3.420  1.207
H  -4.273  -1.122  2.314
H  -3.179  -0.220  1.615
H  -6.567  -1.304  -0.420
H  -6.367  -1.557  1.316
H  -5.428  -2.640  0.121

---

Computed, not measured: a 2-piece molecular cluster, C17H18ClN3O3S overall, with ωB97M-V with the def2-TZVPD basis set.

Total charge: +2
HOMO energy in eV: -12.2
E_tot in Eh: -1906.3303

Atoms and positions in Å:
O  1.087  3.400  -2.366
C  0.128  3.451  -1.662
Cl  -0.140  4.679  -0.466
C  -0.954  2.367  -1.660
N  -0.475  1.259  -0.810
C  0.524  0.483  -1.263
C  1.030  -0.526  -0.481
C  0.505  -0.738  0.793
C  1.059  -1.809  1.665
C  1.183  -3.119  1.205
C  1.705  -4.080  2.034
N  2.101  -3.767  3.282
C  2.696  -4.786  4.147
S  4.527  -4.623  4.192
O  5.070  -5.915  3.964
O  4.802  -3.796  5.322
C  1.995  -2.508  3.752
C  1.474  -1.514  2.964
C  -0.534  0.079  1.234
C  -1.009  1.070  0.410
H  -1.893  2.746  -1.270
H  -1.120  2.006  -2.670
H  0.917  0.692  -2.247
H  1.839  -1.130  -0.863
H  0.858  -3.405  0.216
H  1.812  -5.112  1.736
H  2.372  -4.625  5.171
H  2.432  -5.786  3.818
H  4.700  -3.861  3.079
H  2.343  -2.323  4.758
H  1.403  -0.513  3.364
H  -0.986  -0.056  2.205
H  -1.814  1.732  0.690
N  -3.027  3.392  -4.664
C  -4.252  3.230  -5.257
C  -5.114  4.128  -4.692
C  -4.386  4.870  -3.725
C  -3.105  4.393  -3.723
H  -2.203  2.880  -4.915
H  -4.399  2.505  -6.039
H  -6.150  4.255  -4.957
H  -4.760  5.673  -3.113
H  -2.241  4.704  -3.156

---

Question: The lowest E_tot belongs to which entry?
Answer: C45H103HfO19

---

What did the fifth record say?
Computed, not measured: C5H12N2O as an isolated structure, with ωB97M-V with the def2-TZVPD basis set.

HOMO energy in eV: -8.7
Energy above the lowest of the compared OMol25 structures with the same formula, charge and spin in kJ/mol: 398.44
E_tot in Eh: -382.3508

Atoms and positions in Å:
C  -0.800  1.197  -0.846
C  -0.683  0.136  0.253
C  -1.356  -1.239  0.526
C  -2.592  -0.406  0.549
O  -3.403  -0.349  -0.341
N  0.755  -0.494  -0.135
C  1.900  0.373  0.084
N  3.091  -0.447  0.012
H  -1.417  2.050  -0.572
H  -1.270  0.779  -1.741
H  0.181  1.477  -1.174
H  -0.355  0.599  1.185
H  -1.006  -1.519  1.511
H  -1.450  -2.015  -0.214
H  -2.832  0.206  1.433
H  0.546  -0.702  -1.102
H  1.770  0.704  1.124
H  1.976  1.202  -0.634
H  2.946  -1.400  -0.246
H  3.997  -0.150  0.327